DFT (ωB97M-V with the def2-TZVPD basis set) results for 5 unconnected molecules or ions with the total composition C16H11Cl12F6NO3 in a non-equilibrium geometry.

Results
HOMO-LUMO gap   0.2750 hartree
Strongest force on any atom   0.1742 hartree/bohr
Structure (SMILES)   O=C1NC(=O)c2c(F)c(C(F)(F)C(F)(F)F)cc(CCO)c21.ClC(Cl)Cl.ClC(Cl)Cl.ClC(Cl)Cl.ClC(Cl)Cl
Multiplicity   1
E_tot   -7017.74931 Eh
Charge   0

Last column: Mulliken charge in e.
Cartesian coordinates (Å):
O1 0.73376 0.14770 4.23052  -0.52
C1 0.24312 -0.00992 2.99762  0.27
N1 -1.05486 -0.74417 2.60104  -0.26
C2 -1.59633 -0.34515 1.21220  0.13
O2 -2.87638 -0.56344 0.88732  -0.56
C3 -0.35828 0.35875 0.40023  0.04
C4 -0.18072 0.84283 -1.15612  0.09
F1 -1.28567 0.62238 -2.12132  -0.27
C5 1.27795 1.56197 -1.54656  -0.01
C6 1.50873 2.11532 -3.10216  0.95
F2 1.46973 1.02672 -4.12005  -0.23
F3 0.30698 2.98548 -3.38652  -0.28
C7 2.81763 3.10813 -3.24752  0.43
F4 4.12140 2.39940 -3.18340  -0.23
F5 2.74610 4.29885 -2.32058  -0.21
F6 2.73453 3.70161 -4.63126  -0.26
C8 2.49221 1.74351 -0.44540  -0.15
C9 2.20597 1.22831 1.09027  0.23
C10 3.37638 1.44036 2.21839  -0.92
C11 3.07796 2.93531 2.90631  -0.25
O3 2.36063 3.85106 1.99664  -0.50
C12 0.78905 0.54813 1.55597  0.56
H1 -0.71609 -1.72534 2.47432  0.14
H2 3.55646 2.22192 -0.68951  0.24
H3 4.45914 1.35328 1.77593  0.39
H4 3.27999 0.60422 3.05103  0.28
H5 4.06425 3.45518 3.26273  0.34
H6 2.31982 2.70732 3.79851  0.19
H7 2.82315 4.75128 1.93726  0.31
C13 -4.99547 -3.29340 0.45288  0.41
Cl1 -5.13493 -3.09190 -1.30202  -0.14
Cl2 -6.53935 -2.93464 1.24484  -0.07
Cl3 -4.45919 -4.93483 0.84990  -0.14
H8 -4.24685 -2.58775 0.82205  -0.04
C14 -10.27426 -2.90987 1.20293  0.13
Cl4 -10.92466 -4.46655 1.74462  -0.12
Cl5 -11.58109 -1.84714 0.65313  -0.13
Cl6 -9.34826 -2.13701 2.50091  -0.14
H9 -9.60130 -3.09205 0.36116  0.25
C15 1.06376 -4.22393 2.83303  -0.01
Cl7 -0.51227 -4.73170 2.20215  -0.09
Cl8 2.20305 -5.58093 2.82623  -0.12
Cl9 1.70464 -2.86874 1.88844  -0.06
H10 0.93036 -3.89140 3.86564  0.33
C16 5.38969 1.22958 -6.00842  0.52
Cl10 3.81366 0.72180 -6.63931  -0.12
Cl11 6.52898 -0.12742 -6.01523  -0.13
Cl12 6.03058 2.58477 -6.95301  -0.13
H11 5.25629 1.56211 -4.97582  -0.13



DFT (ωB97M-V with the def2-TZVPD basis set) results for a molecular structure, C4H11CrFNO in a non-equilibrium geometry.

Results
HOMO-LUMO gap (spin up / spin down)   0.3118 / 0.1622 hartree
Strongest force on any atom   0.0392 hartree/bohr
Multiplicity   6
E_tot   -1432.49157 Eh
Charge   +2

Last column: Mulliken spin population.
Cartesian coordinates (Å):
Cr1 11.74472 -9.83891 -4.82408  4.03
F1 11.79301 -7.65789 -5.20848  0.84
C1 9.15860 -8.78088 -1.52823  0.00
C2 9.61977 -9.60108 -2.78729  -0.01
C3 8.94295 -9.21723 -4.09017  -0.03
O1 9.42066 -10.00163 -5.21108  0.14
C4 8.44458 -9.97993 -6.31085  0.01
N1 11.06036 -9.34939 -2.83415  -0.06
H1 9.38851 -7.74884 -1.79304  0.00
H2 9.75413 -9.09493 -0.67101  0.00
H3 8.11052 -8.88312 -1.24682  0.00
H4 9.70975 -10.67336 -2.61345  0.01
H5 9.06391 -8.15680 -4.31141  0.01
H6 7.89330 -9.45953 -3.92399  0.01
H7 8.45294 -8.97143 -6.72431  0.01
H8 7.45178 -10.09601 -5.87613  0.01
H9 8.77036 -10.68974 -7.07120  0.00
H10 11.28690 -8.51615 -2.31023  0.01
H11 11.31692 -10.02807 -2.13152  0.01



DFT (ωB97M-V with the def2-TZVPD basis set) results for a molecular structure, C9H12NNiOS9 in a non-equilibrium geometry.

Results
HOMO-LUMO gap (spin up / spin down)   0.1907 / 0.1894 hartree
Strongest force on any atom   0.0595 hartree/bohr
Multiplicity   3
E_tot   -5572.14436 Eh
Energy relative to the best compared isomer or geometry (same formula, charge and spin)   144.5 kJ/mol
Charge   -1

Last column: Mulliken spin population.
Cartesian coordinates (Å):
Ni1 -0.41860 -0.08170 0.23460  1.40
S1 -3.94200 -6.36920 0.00000  0.00
C1 -3.03880 -5.00350 0.10860  0.00
S2 -1.70370 -4.67240 -0.94590  0.00
C2 -1.20110 -3.13280 -0.23870  -0.01
C3 -2.00440 -2.68740 0.79580  0.01
S3 -1.78780 -1.25630 1.66340  0.07
S4 -3.33160 -3.73700 1.26770  0.00
S5 0.21420 -2.41150 -0.78930  0.13
C4 1.83720 0.66510 3.93720  0.00
C5 2.37140 -0.12570 2.76260  0.00
S6 1.74150 0.32900 1.10630  0.04
C6 1.91100 2.14510 0.98870  0.00
C7 0.80750 3.02410 1.58040  0.00
S7 -0.90590 2.43620 1.30760  0.05
C8 -1.63850 2.00060 2.95210  0.00
C9 -0.76520 1.85050 4.17600  0.00
S8 0.09500 0.24350 4.33200  0.00
H1 1.90800 1.73540 3.76240  0.00
H2 2.41880 0.42530 4.83060  0.00
H3 2.08690 -1.17460 2.85850  0.00
H4 3.46140 -0.05100 2.72110  0.00
H5 1.94510 2.28190 -0.09490  0.00
H6 2.87100 2.42310 1.42730  0.00
H7 0.84370 3.99960 1.09110  0.00
H8 0.94000 3.17560 2.64710  0.00
H9 -2.16280 1.06310 2.76520  0.00
H10 -2.37270 2.78630 3.14020  0.00
H11 -1.41790 1.89340 5.04920  0.00
H12 -0.02640 2.64280 4.27600  0.00
S9 1.04020 1.07510 -2.29880  0.11
O1 -1.32350 0.48610 -1.38260  0.08
N1 -0.14950 0.94720 -1.24300  0.10



DFT (ωB97M-V with the def2-TZVPD basis set) results for a molecular structure, C33H51GeMnN4O3Si3 in a non-equilibrium geometry.

Results
HOMO-LUMO gap (spin up / spin down)   0.2313 / 0.1908 hartree
Strongest force on any atom   0.0533 hartree/bohr
Multiplicity   3
E_tot   -5827.87314 Eh
Charge   +4

Last column: Mulliken spin population.
Cartesian coordinates (Å):
Mn1 -0.26130 0.11260 0.07030  1.16
C1 -13.75610 1.39340 0.19550  0.00
O1 -12.96630 0.22950 0.21040  0.20
C2 -11.66200 0.25880 0.23860  0.18
C3 -10.85510 1.42190 0.29690  0.13
C4 -9.49680 1.29750 0.39790  -0.03
C5 -8.86960 0.03220 0.41510  0.15
C6 -9.66830 -1.12540 0.30510  -0.07
C7 -11.02770 -1.01510 0.21680  0.13
C8 -7.43740 0.00170 0.48470  0.06
N1 -6.68330 1.08970 0.46310  0.10
C9 -5.41030 0.67280 0.45400  0.00
C10 -5.36220 -0.74310 0.48080  0.09
N2 -6.66230 -1.13530 0.51040  0.02
C11 -4.13980 -1.46380 0.45150  -0.02
C12 -3.96230 -2.85220 0.56220  0.03
C13 -2.68060 -3.36240 0.54990  -0.02
C14 -1.59370 -2.51220 0.35290  0.05
N3 -1.72520 -1.19750 0.19890  -0.03
C15 -2.97220 -0.67050 0.30210  -0.02
C16 -3.01540 0.75630 0.28300  0.02
N4 -1.81060 1.37780 0.16410  -0.05
C17 -1.78420 2.70240 0.27350  -0.01
C18 -2.93160 3.46970 0.46790  0.01
C19 -4.16950 2.86030 0.50850  0.00
C20 -4.22690 1.46550 0.41550  0.01
H1 -14.79180 1.05580 0.20340  0.00
H2 -13.57240 1.97370 -0.71490  0.01
H3 -13.56330 2.02470 1.06900  0.00
H4 -11.29950 2.40440 0.27500  0.00
H5 -8.87540 2.17470 0.47480  -0.01
H6 -9.23180 -2.11210 0.28770  -0.01
H7 -11.66350 -1.88380 0.13140  0.00
H8 -7.00950 -2.08170 0.54730  0.00
H9 -4.80360 -3.51640 0.67240  0.00
H10 -2.50820 -4.41830 0.68890  0.00
H11 -0.58550 -2.91780 0.30860  -0.01
H12 -0.81350 3.18000 0.18910  0.00
H13 -2.84130 4.53840 0.57080  0.00
H14 -5.08050 3.42600 0.60960  0.00
C21 -1.01460 0.39490 3.25430  0.00
O2 -0.10550 0.20140 2.18240  0.00
C22 1.24210 0.34690 2.60400  0.01
C23 2.12390 -0.09080 1.44370  -0.02
O3 1.84260 0.68000 0.27140  0.00
C24 2.79090 1.71940 0.03040  0.00
H15 -0.86140 -0.37320 4.01830  0.00
H16 -2.02560 0.31760 2.85930  0.00
H17 -0.88080 1.38260 3.70710  0.00
H18 1.44000 -0.29130 3.47180  0.00
H19 1.42840 1.39090 2.89040  0.00
H20 1.90660 -1.14520 1.19720  -0.01
H21 3.17980 -0.01320 1.71160  0.00
H22 3.79140 1.29120 -0.07680  0.00
H23 2.80680 2.45480 0.83930  0.00
H24 2.49520 2.19760 -0.89990  0.00
C25 -2.05290 3.11340 -3.43310  -0.01
Si1 -0.24620 2.50380 -3.56190  0.01
C26 0.38960 2.02790 -5.29540  0.00
C27 1.04180 3.62730 -2.71500  0.00
Ge1 -0.43560 0.30850 -2.19120  -0.06
Si2 -1.94460 -1.03170 -3.78060  0.02
C28 -1.64720 -2.84500 -3.22990  0.00
C29 -3.63330 -0.28990 -3.26010  0.00
C30 -1.66980 -0.82670 -5.65880  0.00
Si3 3.24040 -1.82000 -3.88000  0.00
C31 2.35900 -2.86150 -2.58040  0.00
C32 4.66510 -0.71950 -3.35490  0.00
C33 2.40580 -1.70700 -5.55480  0.00
H25 -2.09130 4.19760 -3.47440  0.00
H26 -2.52320 2.79970 -2.50330  0.00
H27 -2.65880 2.75550 -4.25860  0.00
H28 0.16560 2.83540 -5.98500  0.00
H29 -0.07380 1.13650 -5.69520  0.00
H30 1.46840 1.89810 -5.31390  0.00
H31 0.99740 4.62630 -3.14030  0.00
H32 2.05060 3.26390 -2.89320  0.00
H33 0.88760 3.73080 -1.64580  0.00
H34 -1.15400 -2.89840 -2.26180  0.00
H35 -1.03990 -3.38060 -3.95410  0.00
H36 -2.58380 -3.38920 -3.15460  0.00
H37 -3.61120 0.10410 -2.24630  0.00
H38 -4.42690 -1.02820 -3.31970  0.00
H39 -3.91680 0.52190 -3.92420  0.00
H40 -0.64020 -0.94410 -5.97990  0.00
H41 -2.03160 0.13080 -6.02410  0.00
H42 -2.24370 -1.58880 -6.17910  0.00
H43 1.77280 -2.22390 -1.91300  -0.02
H44 3.06250 -3.42630 -1.96880  0.00
H45 1.68180 -3.58570 -3.03200  0.00
H46 4.91310 -0.84100 -2.29970  0.00
H47 4.42470 0.32870 -3.53790  0.00
H48 5.57940 -0.92700 -3.91470  0.00
H49 1.53480 -2.36150 -5.62110  0.00
H50 3.08440 -1.99270 -6.36060  0.00
H51 2.09170 -0.68590 -5.76920  0.00